DFT (ωB97M-V/def2-TZVPD) results for C12H18NS as an isolated structure.

Geometry as XYZ:
```
32
Properties=species:S:1:pos:R:3
C 2.54672 2.97024 -0.10377
C 1.54113 2.25318 0.57260
C 2.84473 2.56653 -1.33683
C 1.05496 1.26183 -0.21390
C -1.64615 1.99866 -0.41223
C -1.94030 0.87617 -1.33964
C -1.39202 0.58861 0.04302
C 0.32780 -1.44089 -0.79537
C -0.00488 0.25367 0.15614
C 0.40092 -1.05655 0.71450
C -0.50294 -1.75848 1.68887
C 1.83487 -1.09338 1.21045
N -0.94128 -1.89976 -1.36849
S 1.94430 1.15747 -1.78651
H 2.96732 3.79103 0.29748
H 1.11259 2.37840 1.51690
H 3.45643 2.90643 -2.13041
H -0.73432 2.48716 -0.54513
H -2.48736 2.54780 -0.02038
H -3.04773 0.61611 -1.53259
H -1.25689 0.91739 -2.27999
H -2.08108 0.39681 0.80453
H 0.93167 -0.99966 -1.58568
H -1.39662 -2.17445 1.35316
H -0.48868 -1.14494 2.51651
H -0.06960 -2.74547 1.91416
H 2.41393 -0.60315 0.50621
H 2.10791 -2.18618 1.40202
H 1.82557 -0.80477 2.29221
H -1.37721 -2.67257 -0.82545
H -0.89865 -2.15094 -2.33336
H -1.61024 -1.07625 -1.27970
```

**Charge**: +1
**Kohn-Sham gap**: 9.0 eV
**HOMO level**: -11.966 eV
**ΔE to the lowest compared entry with this formula, charge and spin**: 68.1 kcal per mole

DFT (ωB97M-V/def2-TZVPD) results for one molecule with the formula C12H18O2.

Geometry as XYZ:
```
32
Properties=species:S:1:pos:R:3
C -2.67280 0.82748 0.66636
C -2.78890 -1.19695 -0.61769
C 0.21624 -1.64739 -0.98809
C 0.56775 -1.88845 0.49379
C -1.11897 0.54224 -1.41600
C 0.27750 -0.16642 -1.26242
C -2.16430 0.10929 -0.36520
C 1.15764 -0.65695 1.05842
C 1.21867 0.39889 -0.02207
C 1.71749 -0.53677 2.20979
C 2.60903 0.61530 -0.49229
C 0.71343 1.67900 0.62152
O -2.70780 2.18271 0.78533
O -3.09393 -1.86814 0.33497
H -3.40084 0.33863 1.23879
H -3.02162 -1.28695 -1.67156
H 0.86017 -2.12766 -1.67555
H -0.77457 -1.94173 -1.13523
H -0.16846 -2.26917 1.18393
H 1.35728 -2.65146 0.56421
H -0.96657 1.70185 -1.29430
H -1.59045 0.45838 -2.43883
H 0.80786 0.08694 -2.19169
H 2.21757 0.21076 2.74836
H 1.69875 -1.57119 2.64129
H -2.03275 2.63769 0.25964
H 2.97897 -0.27036 -1.06213
H 3.37412 0.67233 0.38309
H 2.84531 1.63747 -1.03847
H 1.36286 1.89282 1.48683
H -0.29569 1.45577 0.93548
H 0.81699 2.63206 0.05968
```

**<S²>**: 2.010
**Multiplicity**: 3
**Charge**: 0
**Kohn-Sham gap (spin up / spin down)**: 6.1 / 7.1 eV
**HOMO level (spin up / spin down)**: -5.560 / -9.346 eV
**ΔE to the lowest compared entry with this formula, charge and spin**: 15.1 kcal per mole

DFT (ωB97M-V/def2-TZVPD) results for one molecule with the formula C12H18O4.

Geometry as XYZ:
```
34
Properties=species:S:1:pos:R:3
C 1.43864 -3.27332 -1.93568
C 1.26168 -2.35979 -0.98883
O 2.02789 -2.47910 0.27666
C 1.09922 -2.43609 1.28104
C 1.28683 -1.64448 2.37800
C 0.14325 -1.25408 3.31998
C -1.18454 -1.90171 3.34737
C 0.37720 -1.14248 -1.20484
O -0.46807 -1.31077 -2.11396
O 0.74235 0.02326 -0.72421
C -0.36821 0.86941 -0.48878
O -0.51014 0.99508 0.82741
C -0.07474 2.25193 -1.06928
C 1.22418 2.61861 -1.44269
C -1.23326 3.26778 -1.33076
C -1.56661 3.34781 -2.80009
H 1.93447 -4.17873 -1.78463
H 1.20207 -3.29403 -3.02761
H 0.12281 -2.97482 1.17541
H 2.31656 -1.13792 2.41431
H 0.60520 -1.50597 4.32533
H -0.02040 -0.20575 3.26635
H -1.19078 -3.00290 3.71054
H -1.95871 -1.40534 3.98645
H -1.68464 -1.87924 2.38979
H -1.42342 0.50322 -0.72225
H 0.35374 0.97229 1.24178
H 2.04867 2.05683 -1.27571
H 1.39808 3.41454 -1.99472
H -1.00833 4.21744 -0.80601
H -2.06536 2.78595 -0.82843
H -0.61159 3.35281 -3.42144
H -2.12610 4.26513 -2.96333
H -2.08793 2.44442 -3.01717
```

**Charge**: 0
**Kohn-Sham gap**: 9.0 eV
**HOMO level**: -8.810 eV
**ΔE to the lowest compared entry with this formula, charge and spin**: 137.1 kcal per mole

DFT (ωB97M-V/def2-TZVPD) results for C12H19BaO4P as an isolated structure.

Geometry as XYZ:
```
37
Properties=species:S:1:pos:R:3
Ba 0.08670 0.15397 -1.97276
O 0.26574 3.85808 -1.36500
C 0.20231 2.69432 -1.58485
C -0.03482 -2.41884 -1.81267
O -0.09262 -3.59227 -1.68042
C 2.64418 0.01780 -1.83485
O 3.83866 -0.03206 -1.75190
C -2.47343 0.27036 -1.87838
O -3.66017 0.32399 -1.84404
C 0.12012 0.80444 -6.98403
H -0.79620 1.44339 -6.99776
H 1.09338 1.35260 -6.97721
C 0.05739 -0.51103 -7.04017
H 0.97388 -1.14829 -7.08304
H -0.91481 -1.05735 -7.10367
C -2.52547 0.42388 2.84481
C -1.05992 0.79446 2.89870
P -0.15845 0.20398 1.44458
C 1.47817 1.08240 1.71857
C 2.06047 1.04860 3.11633
C -0.27816 -1.68667 1.73093
C 0.00536 -2.18842 3.13089
H -2.98670 0.78445 1.91771
H -3.07942 0.88174 3.67450
H -2.68761 -0.65590 2.90773
H -0.97680 1.89428 2.89696
H -0.62405 0.47363 3.85566
H 2.22646 0.71765 0.98867
H 1.28392 2.12543 1.43278
H 2.29317 0.02728 3.41980
H 2.99836 1.61655 3.15286
H 1.39472 1.49402 3.86125
H -1.29614 -1.97358 1.44071
H 0.37091 -2.21046 1.00347
H -0.68059 -1.77820 3.87643
H -0.09747 -3.28023 3.17371
H 1.02891 -1.95401 3.42370
```

**Charge**: +2
**Kohn-Sham gap**: 6.2 eV
**HOMO level**: -15.248 eV

DFT (ωB97M-V/def2-TZVPD) results for C12H19Cl15F3IOSi2 as an isolated structure.

Geometry as XYZ:
```
53
Properties=species:S:1:pos:R:3
F -1.14942 -0.09911 -2.65332
C 0.09817 -0.08813 -3.07998
F 0.49861 -1.29735 -3.43153
C 0.88842 0.98439 -3.12862
F 0.29843 2.16931 -3.43237
C 2.35694 1.01990 -2.83101
C 2.74961 0.13709 -1.63251
Si 2.75550 0.97740 0.05278
C 4.25178 2.09609 0.21448
C 4.33596 3.29111 -0.74964
C 3.20609 4.30493 -0.54974
I 3.88456 6.33333 -0.70575
O 2.96669 -0.26929 1.15358
Si 1.68038 -0.80506 2.06000
H 2.91851 0.66623 -3.70473
H 2.62646 2.06953 -2.70878
H 2.11784 -0.74914 -1.55680
H 3.78427 -0.18880 -1.76565
H 1.45624 1.65674 0.32506
H 4.32699 2.47809 1.23691
H 5.12359 1.45150 0.05829
H 5.27405 3.80835 -0.53170
H 4.42370 2.99121 -1.79585
H 2.43905 4.19564 -1.31359
H 2.74524 4.22293 0.42829
H 1.55889 -2.26068 1.83140
H 1.99707 -0.63033 3.49306
H 0.41639 -0.13532 1.70002
C -2.63770 -3.17500 -0.31212
Cl -1.74366 -2.26276 0.90471
Cl -2.36735 -4.90831 -0.11892
Cl -4.35828 -2.79673 -0.23677
H -2.26840 -2.88322 -1.28634
C -7.96992 -2.60371 1.72637
Cl -7.40890 -2.03092 0.15479
Cl -6.73285 -3.58472 2.51888
Cl -8.44567 -1.25467 2.75397
H -8.83938 -3.22738 1.56561
C -0.96296 4.27883 0.69443
Cl -0.72053 4.08451 -1.03783
Cl -2.55716 3.70188 1.17448
Cl 0.30220 3.42918 1.58854
H -0.89678 5.33144 0.93491
C -9.15747 -5.17155 5.00561
Cl -8.71009 -6.65743 5.84122
Cl -10.56489 -5.42788 3.96931
Cl -9.45039 -3.86432 6.15056
H -8.33481 -4.87974 4.36910
C 6.85688 -0.85676 -2.77665
Cl 5.43036 -1.86057 -3.03533
Cl 6.42979 0.85841 -2.83362
Cl 7.63531 -1.25390 -1.24781
H 7.55825 -1.05338 -3.57599
```

**Charge**: 0
**Kohn-Sham gap**: 9.6 eV
**HOMO level**: -9.185 eV
**ΔE to the lowest compared entry with this formula, charge and spin**: 0.0 kcal per mole

DFT (ωB97M-V/def2-TZVPD) results for C12H19Cl2MnN3O as an isolated structure.

Geometry as XYZ:
```
38
Properties=species:S:1:pos:R:3
Mn 1.12222 0.19381 -0.47266
Cl -0.83440 -0.98443 -0.61954
Cl 1.64021 2.27531 0.25321
C 2.12057 -0.95298 0.66568
H 3.02732 -0.40428 0.90675
H 2.22589 -1.82211 -0.00003
C 0.00355 1.87902 -2.41390
C 1.03267 1.05817 -2.52682
H 0.14027 2.84410 -1.91884
C 0.92078 -0.31101 -3.24132
H 2.07937 1.37248 -2.37772
C -0.19463 -0.32543 -4.27705
H 1.88709 -0.58756 -3.68821
H 0.67991 -1.10597 -2.50727
C -1.49241 0.24653 -3.71154
H 0.11795 0.24669 -5.15611
H -0.37632 -1.34085 -4.64124
C -1.35089 1.58111 -2.94242
H -2.23958 0.35930 -4.50907
H -1.90542 -0.45989 -2.98103
H -1.68405 2.39642 -3.59298
H -2.06939 1.59210 -2.10540
C 0.75488 -2.60241 4.14899
N 0.09388 -1.41060 3.59759
C -0.97217 -0.79063 4.21395
C -1.47716 0.35119 3.64994
C -0.86332 0.88475 2.48782
N 0.12438 0.20832 1.89522
C 0.56278 -0.88605 2.45314
O 1.56082 -1.54136 1.88533
N -1.25630 2.02229 1.88326
H 0.00921 -3.28216 4.56907
H 1.45749 -2.30283 4.93748
H 1.30533 -3.07882 3.33492
H -1.31856 -1.29900 5.11575
H -2.32475 0.88707 4.07721
H -1.89102 2.62862 2.38619
H -0.61619 2.46109 1.22163
```

**<S²>**: 3.826
**Multiplicity**: 4
**Charge**: 0
**Kohn-Sham gap (spin up / spin down)**: 7.2 / 5.7 eV
**HOMO level (spin up / spin down)**: -7.428 / -5.958 eV
**ΔE to the lowest compared entry with this formula, charge and spin**: 13.1 kcal per mole

DFT (ωB97M-V/def2-TZVPD) results for C12H19Cl2N4OSSr as an isolated structure.

Geometry as XYZ:
```
40
Properties=species:S:1:pos:R:3
Sr 0.45269 1.55103 -0.86384
C 4.93586 -2.32483 1.04033
C 4.28100 -2.62232 -0.30025
N 2.82570 -2.51664 -0.27192
C 2.03353 -1.43539 -0.34905
S 2.80089 0.13503 -0.74674
N 0.76855 -1.66655 -0.06175
N -0.05364 -0.66485 0.18475
C -1.27094 -1.00953 0.47626
C -1.62460 -2.45319 0.55457
C -2.20498 0.09537 0.79698
C -3.35521 -0.08776 1.56393
C -4.06153 0.99016 2.04195
C -3.60491 2.27747 1.68638
C -2.48438 2.40480 0.88593
N -1.84172 1.33593 0.36983
H 6.04196 -2.21482 1.03973
H 4.65163 -3.11479 1.73106
H 4.47482 -1.46882 1.53933
H 4.53541 -3.60418 -0.58670
H 4.66267 -1.97022 -1.11183
H 2.37840 -3.27460 0.17379
H -1.20779 -2.99454 -0.29333
H -2.70389 -2.64161 0.64394
H -1.12250 -2.91639 1.42266
H -3.60671 -1.12502 1.94394
H -4.93290 0.89681 2.66393
H -4.03386 3.16591 2.08241
H -2.18428 3.43084 0.62336
Cl -0.21164 4.41331 -1.55319
C 0.32505 5.23341 -0.05821
Cl 1.55645 4.18432 0.67587
H -0.54439 5.30209 0.58455
H 0.61170 6.22178 -0.33527
C -0.83174 -0.50148 -3.19243
O -1.20117 0.71517 -2.55790
H -0.32062 -0.22080 -4.13969
H -1.67964 -1.15035 -3.35141
H -0.13627 -1.06156 -2.59077
H -2.11700 0.68683 -2.36115
```

**Charge**: +1
**Kohn-Sham gap**: 7.3 eV
**HOMO level**: -10.426 eV
**ΔE to the lowest compared entry with this formula, charge and spin**: 5.5 kcal per mole

| no. | E_tot (eV) |
| --- | --- |
| 1 | -25050.4412 |
| 2 | -16824.3608 |
| 3 | -20921.0300 |
| 4 | -30904.9294 |
| 5 | -234644.5424 |
| 6 | -75634.7817 |
| 7 | -57472.1364 |